{
  "formula": "C32H44AsN4O12SSbY",
  "method": "ωB97M-V/def2-TZVPD",
  "symbols": ["Y", "O", "As", "O", "O", "C", "C", "C", "C", "C", "C", "S", "O", "O", "O", "H", "H", "H", "H", "H", "O", "C", "C", "O", "C", "C", "O", "C", "O", "O", "C", "C", "N", "C", "C", "N", "C", "C", "H", "H", "H", "H", "H", "H", "H", "H", "H", "H", "H", "H", "O", "N", "C", "C", "C", "C", "C", "C", "C", "C", "N", "C", "C", "C", "C", "H", "H", "H", "H", "H", "H", "H", "H", "H", "H", "H", "H", "H", "H", "H", "H", "H", "H", "C", "Sb", "C", "C", "H", "H", "H", "H", "H", "H", "H", "H", "H"],
  "xyz": [[-0.21062, -0.08732, 1.27422], [0.79779, -4.50603, -0.04254], [-0.07341, -3.58345, 1.17430], [0.06785, -4.26694, 2.64273], [0.63483, -2.02382, 1.01733], [-1.90961, -3.93673, 0.54259], [-2.13289, -5.29356, 0.35719], [-3.40610, -5.76072, 0.03871], [-4.46776, -4.88934, -0.09725], [-4.26896, -3.52429, 0.07792], [-3.00205, -3.07254, 0.39278], [-2.72922, -1.35612, 0.55594], [-3.94549, -0.61875, 0.42890], [-1.68994, -1.08123, -0.46103], [-2.03670, -1.26184, 1.87486], [1.03610, -3.94021, -0.78693], [-1.31981, -5.99811, 0.47071], [-3.56564, -6.82317, -0.09705], [-5.45386, -5.26554, -0.33862], [-5.07607, -2.81262, -0.02514], [-3.31299, 5.13396, -0.71171], [-2.75743, 4.13920, -0.32281], [-2.92553, 3.49030, 1.06520], [-3.70520, 3.82602, 1.91962], [-1.92252, 2.38143, 1.10831], [-1.28920, 2.30878, -0.14722], [-0.35766, 1.41344, -0.40936], [-1.73340, 3.30252, -1.06839], [-1.36491, 3.46093, -2.23287], [-1.64198, 1.63122, 2.07973], [3.18437, -0.27271, -3.34994], [4.64239, 0.25384, -3.48625], [4.96325, 1.16648, -2.39371], [3.97646, 2.25062, -2.36877], [2.55040, 1.68758, -2.10998], [2.63702, 0.21757, -2.09329], [3.48015, -0.21360, -0.96890], [4.87763, 0.44002, -1.12458], [3.13832, -1.36682, -3.33304], [2.54194, 0.08465, -4.15824], [4.76400, 0.78322, -4.43312], [5.35701, -0.57100, -3.46965], [4.01908, 2.77599, -3.32486], [4.24828, 2.95054, -1.57797], [1.85259, 1.97888, -2.89506], [2.13841, 2.00848, -1.15263], [3.51698, -1.30551, -0.99315], [2.99172, 0.09017, -0.04036], [5.66515, -0.31548, -1.09886], [5.04848, 1.14325, -0.30925], [0.91387, -1.86361, -2.03283], [0.85290, -0.78955, -1.60995], [2.29600, 4.72492, 0.09386], [2.86119, 3.57648, 0.88934], [4.23184, 3.46123, 1.12263], [4.71491, 2.39666, 1.87644], [6.18864, 2.27544, 2.16976], [3.83819, 1.43465, 2.36627], [2.44495, 1.51448, 2.15229], [1.99853, 2.63065, 1.41623], [1.51579, 0.58076, 2.56475], [1.68246, -0.14562, 3.84546], [2.62148, -1.35936, 3.76777], [0.28575, -0.68196, 4.20266], [2.11954, 0.79908, 4.96655], [2.12592, 5.60014, 0.72540], [1.33835, 4.45974, -0.35660], [2.97809, 5.03116, -0.70277], [4.91927, 4.20105, 0.72359], [6.79412, 2.67920, 1.35613], [6.47718, 1.23476, 2.32461], [6.45647, 2.82310, 3.07681], [4.24971, 0.59964, 2.91276], [0.93185, 2.76721, 1.27640], [2.33746, -2.00314, 2.93472], [2.54659, -1.95032, 4.68516], [3.66593, -1.07355, 3.65036], [0.01051, -1.55427, 3.59781], [-0.47230, 0.10311, 4.11023], [0.25801, -1.04146, 5.23311], [3.09156, 1.25410, 4.78223], [2.18169, 0.24697, 5.90836], [1.39058, 1.60358, 5.08719], [-0.95803, -1.33032, -4.18244], [-0.78085, 0.42116, -2.98221], [-2.83002, 0.76215, -2.70311], [-0.27398, 1.73958, -4.53745], [-1.60127, -1.06890, -5.02326], [-1.41903, -2.13793, -3.61526], [0.00697, -1.66838, -4.55927], [-3.04694, 1.76536, -3.06133], [-3.10276, 0.67004, -1.65709], [-3.34150, 0.00087, -3.29040], [-1.13136, 1.79082, -5.20915], [0.58650, 1.35380, -5.08309], [-0.07914, 2.72418, -4.12786]],
  "forces_ev_per_angstrom": [[0.645, 1.238, 0.380], [0.178, -0.334, -0.242], [0.453, 0.984, 0.482], [-0.013, -0.022, -0.262], [-0.521, -1.945, -0.236], [-0.109, 0.160, -0.021], [-0.185, -0.044, -0.030], [0.139, -0.128, 0.006], [-0.154, 0.138, -0.019], [0.082, -0.257, -0.024], [0.051, -0.278, -0.053], [0.715, -0.511, 0.502], [-0.211, -0.050, -0.106], [-0.352, 0.366, -0.208], [-0.935, 0.042, -0.139], [-0.012, 0.122, 0.088], [0.032, 0.028, 0.014], [0.033, -0.004, 0.005], [0.005, 0.007, 0.002], [0.002, 0.030, 0.008], [-0.019, -0.066, -0.052], [0.087, -0.142, 0.201], [0.125, 0.005, -0.188], [0.021, 0.031, -0.008], [-0.168, 0.385, -0.010], [0.421, -0.157, -0.206], [-0.226, 0.197, -0.214], [-0.288, 0.336, 0.274], [0.103, -0.142, -0.145], [-0.015, -0.157, -0.144], [-0.002, -0.046, 0.136], [-0.009, -0.039, -0.095], [-0.124, 0.000, 0.020], [-0.041, 0.055, 0.037], [0.017, -0.193, -0.004], [-0.154, 0.243, -0.002], [-0.170, 0.001, -0.098], [0.047, -0.063, 0.083], [0.008, 0.030, -0.049], [0.027, 0.010, -0.033], [0.033, 0.004, 0.000], [0.013, 0.009, 0.011], [0.015, 0.010, -0.007], [0.036, -0.018, -0.030], [0.005, 0.049, -0.006], [0.024, 0.001, -0.042], [0.051, 0.007, 0.058], [0.060, -0.027, -0.009], [0.015, 0.005, 0.000], [0.025, -0.019, -0.062], [0.308, 0.241, -0.034], [-0.606, -0.146, 0.058], [0.046, 0.050, -0.014], [-0.049, -0.031, 0.001], [0.004, 0.032, -0.015], [-0.059, -0.050, 0.109], [0.057, 0.003, -0.013], [0.089, 0.141, -0.059], [-0.082, -0.292, 0.239], [-0.034, 0.054, -0.058], [0.297, 0.243, 0.139], [0.035, 0.054, -0.217], [0.027, -0.054, 0.023], [-0.002, -0.070, 0.031], [-0.062, 0.007, 0.154], [0.014, -0.015, 0.024], [-0.005, -0.018, -0.013], [0.004, -0.006, -0.001], [-0.004, 0.010, -0.004], [-0.016, 0.005, -0.015], [-0.011, -0.009, -0.011], [-0.031, 0.017, 0.001], [0.016, -0.012, 0.003], [0.014, -0.033, 0.011], [-0.013, 0.030, -0.012], [-0.012, 0.007, -0.002], [0.014, 0.001, 0.001], [0.019, 0.042, -0.071], [0.018, 0.025, 0.015], [0.020, 0.010, -0.005], [0.012, -0.020, -0.043], [-0.007, 0.013, 0.001], [-0.012, -0.005, -0.029], [-0.019, -0.146, -0.132], [0.453, -0.403, 0.623], [-0.190, 0.176, 0.104], [0.141, 0.255, -0.313], [-0.005, -0.044, -0.040], [0.002, 0.005, 0.019], [-0.012, 0.005, -0.001], [-0.056, -0.020, -0.053], [-0.009, -0.017, 0.015], [-0.068, 0.026, 0.024], [-0.007, 0.015, -0.005], [0.018, 0.017, -0.010], [0.004, 0.060, 0.013]],
  "mulliken_charge": [-0.442, -0.686, 0.674, -0.839, 0.004, -0.478, -0.699, -0.709, -0.586, -0.489, 0.384, 1.681, -0.722, -0.594, -0.598, 0.352, 0.428, 0.381, 0.383, 0.561, -0.626, 0.147, 0.017, -0.625, 0.739, 0.174, 3.052, -0.886, -0.710, -0.882, -0.514, -0.850, -0.243, -0.907, 0.965, 0.274, 0.247, -0.359, 0.500, 0.161, 0.396, 0.291, 0.255, 0.390, 0.117, -0.933, 0.641, -0.742, 0.367, -0.244, -0.529, 0.636, -1.891, 0.675, -0.213, 0.162, -2.028, 0.579, -0.477, -0.117, 0.090, 1.733, -1.419, -1.862, -1.731, 0.456, 0.166, 0.369, 0.229, 0.394, 0.354, 0.449, -0.075, 0.850, 0.090, 0.438, 0.336, 0.297, 0.315, 0.568, 0.300, 0.476, 0.370, -1.509, 1.274, -1.219, -1.405, 0.438, 0.370, 0.397, 0.436, 0.189, 0.581, 0.513, 0.374, 0.357],
  "de_lowest_ev": 1.837,
  "max_force_ev_per_a": 2.028,
  "charge": -1,
  "e_homo_ev": [-4.7, -4.7],
  "homo_lumo_gap_ev": [6.1, 6.0]
}